{"formula": "C4H5N3", "method": "ωB97M-V with the def2-TZVPD basis set", "species": ["N", "N", "N", "C", "C", "C", "C", "H", "H", "H", "H", "H"], "positions_angstrom": [[-2.29396, -1.08585, -2.76218], [-0.38446, 0.67951, -0.39011], [1.90536, -0.96384, 0.41255], [-0.98142, -0.41555, -0.61588], [0.86433, 0.98493, 1.39546], [1.20046, -1.88103, 0.16417], [-1.72207, -0.73835, -1.81770], [-0.12014, 1.13085, 1.81357], [1.52608, 0.29926, 1.90209], [1.34041, 1.83537, 0.92240], [-0.84244, -1.24351, 0.08499], [-0.49215, 1.39821, -1.10934]], "atomic_forces_ev_per_a": [[0.56, 0.47, 0.98], [0.03, -0.37, 0.03], [-0.73, -0.93, -0.50], [0.36, 0.17, 0.10], [-0.32, 0.21, -0.05], [0.85, 0.76, 0.41], [-0.51, -0.22, -0.77], [0.08, 0.08, -0.01], [-0.25, 0.02, -0.23], [-0.16, -0.19, -0.11], [-0.02, 0.06, -0.07], [0.12, -0.05, 0.21]], "mulliken_charge": [-0.2816, -0.4024, -0.5997, 0.2563, -0.4104, -0.1536, -0.0712, 0.3314, 0.3869, 0.2631, 0.4678, 0.2135], "e_lumo_ev": -1.82, "homo_lumo_gap_ev": 7.6, "e_tot_ev": -8692.9048, "e_homo_ev": -9.4, "fmax_ev_per_a": 1.3}